Below is a 7-piece molecular cluster, C50H73FN8O2S overall, with properties calculated with ωB97M-V with the def2-TZVPD basis set.

Geometry (Å):
C: 2.31 -4.03 1.83
C: 3.33 -4.41 0.75
C: 4.19 -3.20 0.32
C: 4.41 -3.11 -1.21
C: 3.54 -2.02 -1.89
C: 4.26 -0.68 -2.14
C: 3.94 0.46 -1.16
C: 2.44 0.63 -0.82
C: 2.06 -0.05 0.52
C: 1.22 0.84 1.46
C: 0.28 0.01 2.36
C: -1.21 0.29 2.12
C: -1.64 0.12 0.64
C: -1.74 1.42 -0.16
C: -2.44 1.18 -1.52
N: -1.73 0.09 -2.27
C: -2.59 -1.08 -2.52
C: -1.85 -2.28 -3.11
C: -2.86 -3.46 -3.22
C: -2.23 -4.84 -2.95
C: -3.25 -5.78 -2.28
N: -3.25 -5.58 -0.82
S: -1.05 0.62 -3.70
O: 0.22 -0.04 -3.86
O: -1.93 0.51 -4.84
F: -0.73 2.14 -3.48
H: 1.74 -4.90 2.16
H: 2.84 -3.60 2.68
H: 1.62 -3.28 1.44
H: 3.98 -5.17 1.17
H: 2.82 -4.85 -0.11
H: 5.17 -3.32 0.79
H: 3.74 -2.28 0.71
H: 4.12 -4.07 -1.65
H: 5.45 -2.96 -1.48
H: 3.26 -2.42 -2.88
H: 2.60 -1.92 -1.34
H: 4.05 -0.34 -3.16
H: 5.33 -0.88 -2.06
H: 4.54 0.38 -0.25
H: 4.27 1.39 -1.63
H: 1.87 0.17 -1.63
H: 2.20 1.70 -0.77
H: 1.51 -0.96 0.29
H: 2.97 -0.34 1.05
H: 0.69 1.63 0.94
H: 1.92 1.35 2.13
H: 0.51 0.18 3.41
H: 0.44 -1.05 2.15
H: -1.51 1.26 2.53
H: -1.77 -0.46 2.69
H: -0.94 -0.58 0.18
H: -2.63 -0.34 0.65
H: -0.76 1.85 -0.39
H: -2.33 2.16 0.37
H: -3.47 0.90 -1.31
H: -2.44 2.12 -2.06
H: -2.93 -1.38 -1.53
H: -3.47 -0.83 -3.11
H: -1.48 -2.05 -4.11
H: -1.00 -2.54 -2.48
H: -3.63 -3.30 -2.45
H: -3.32 -3.41 -4.20
H: -1.38 -4.76 -2.27
H: -1.91 -5.30 -3.88
H: -2.97 -6.82 -2.48
H: -4.24 -5.64 -2.73
H: -3.84 -6.29 -0.39
H: -3.70 -4.69 -0.64
C: 1.22 6.31 4.05
C: 1.38 6.10 2.69
C: 1.18 4.81 2.20
N: 0.86 3.77 2.97
C: 0.71 4.00 4.28
C: 0.88 5.25 4.86
H: 1.36 7.30 4.47
H: 1.64 6.90 2.02
H: 1.29 4.59 1.15
H: 0.45 3.14 4.88
H: 0.75 5.37 5.93
C: -6.59 5.13 -0.17
C: -5.69 5.38 -1.20
C: -4.71 4.44 -1.47
N: -4.58 3.30 -0.79
C: -5.46 3.07 0.19
C: -6.47 3.94 0.54
H: -7.36 5.84 0.07
H: -5.74 6.30 -1.77
H: -3.99 4.60 -2.26
H: -5.32 2.13 0.73
H: -7.15 3.71 1.34
C: 9.57 -6.34 -1.01
C: 9.27 -6.12 -2.34
C: 8.13 -5.39 -2.65
N: 7.30 -4.90 -1.73
C: 7.60 -5.13 -0.46
C: 8.71 -5.84 -0.04
H: 10.45 -6.91 -0.72
H: 9.91 -6.49 -3.13
H: 7.87 -5.19 -3.68
H: 6.90 -4.72 0.27
H: 8.90 -5.99 1.01
C: -7.14 -0.78 -4.86
C: -8.09 0.22 -4.95
C: -7.66 1.54 -5.01
N: -6.38 1.90 -4.99
C: -5.47 0.92 -4.91
C: -5.80 -0.43 -4.84
H: -7.44 -1.82 -4.82
H: -9.15 -0.01 -4.97
H: -8.37 2.35 -5.08
H: -4.43 1.23 -4.90
H: -5.03 -1.18 -4.78
C: -1.61 5.89 3.13
C: -1.72 7.26 3.25
C: -2.75 7.90 2.58
N: -3.66 7.27 1.83
C: -3.54 5.95 1.73
C: -2.55 5.21 2.36
H: -0.82 5.35 3.63
H: -1.01 7.83 3.84
H: -2.87 8.98 2.65
H: -4.29 5.46 1.12
H: -2.50 4.14 2.24
C: 2.92 -0.25 6.62
C: 3.24 -1.59 6.80
C: 3.79 -2.28 5.73
N: 4.04 -1.73 4.54
C: 3.73 -0.45 4.39
C: 3.17 0.34 5.39
H: 2.49 0.33 7.43
H: 3.06 -2.08 7.74
H: 4.05 -3.33 5.83
H: 3.93 -0.03 3.41
H: 2.94 1.38 5.21

LUMO level = 0.6 eV
HOMO energy = -0.34793 Eh
SMILES string = CCCCCCCCCCCCCCCN(CCCCCN)S(=O)(=O)F.c1ccncc1.c1ccncc1.c1ccncc1.c1ccncc1.c1ccncc1.c1ccncc1

Mulliken atomic charge list, values in e, 2 entries: -0.9194, -0.6090


Below is C31H89Cl2HfN14O9P4 as an isolated structure, with properties calculated with ωB97M-V with the def2-TZVPD basis set.

Geometry (Å):
Hf: -1.13 -3.16 1.07
C: 1.56 0.53 0.98
C: 0.80 -0.25 -0.08
C: 1.69 -0.80 -1.20
O: -0.10 -1.18 0.51
H: 2.33 1.14 0.50
H: 2.14 -0.02 1.72
H: 0.89 1.16 1.56
H: 0.19 0.40 -0.72
H: 2.33 -0.01 -1.60
H: 1.19 -1.32 -2.00
H: 2.38 -1.58 -0.88
O: 0.45 5.58 -2.20
P: 1.12 5.18 -3.45
N: 0.38 5.83 -4.77
C: 0.87 5.71 -6.14
C: -1.09 6.05 -4.69
N: 1.22 3.51 -3.75
C: 0.10 2.65 -3.38
C: 2.05 2.88 -4.82
N: 2.70 5.75 -3.46
C: 3.63 5.10 -2.55
C: 3.00 7.16 -3.77
H: 0.76 4.70 -6.52
H: 1.92 5.99 -6.21
H: 0.33 6.36 -6.83
H: -1.36 6.70 -5.51
H: -1.40 6.37 -3.70
H: -1.64 5.11 -4.83
H: 0.24 1.60 -3.67
H: -0.09 2.74 -2.31
H: -0.83 3.01 -3.82
H: 2.92 3.50 -5.04
H: 2.46 1.93 -4.48
H: 1.45 2.69 -5.71
H: 4.62 4.97 -2.99
H: 3.79 5.73 -1.67
H: 3.30 4.12 -2.23
H: 3.79 7.46 -3.08
H: 2.12 7.80 -3.77
H: 3.58 7.15 -4.70
O: -1.61 -1.84 2.94
P: -1.41 -0.80 4.01
N: -2.76 -0.31 4.94
C: -3.78 -1.33 5.30
C: -2.77 0.83 5.88
N: -0.99 0.69 3.32
C: -0.28 1.75 4.05
C: -1.64 1.16 2.11
N: -0.15 -1.11 5.08
C: -0.30 -1.97 6.23
C: 1.21 -1.17 4.51
H: -3.50 -1.85 6.22
H: -3.88 -2.02 4.46
H: -4.74 -0.83 5.39
H: -3.66 0.79 6.50
H: -2.72 1.77 5.34
H: -1.95 0.83 6.60
H: -0.08 1.44 5.08
H: 0.68 1.91 3.55
H: -0.87 2.65 4.12
H: -1.97 0.36 1.45
H: -2.54 1.65 2.48
H: -1.09 1.89 1.52
H: -1.36 -2.00 6.48
H: 0.07 -2.96 5.96
H: 0.37 -1.55 6.98
H: 1.39 -0.46 3.70
H: 1.49 -2.15 4.12
H: 1.90 -0.86 5.30
O: 0.81 -4.01 0.09
P: 2.16 -4.60 -0.26
N: 2.56 -5.93 0.68
C: 3.88 -6.59 0.54
C: 1.45 -6.89 0.94
N: 3.39 -3.53 0.14
C: 4.66 -3.43 -0.56
C: 3.38 -2.79 1.39
N: 2.35 -5.11 -1.82
C: 2.45 -4.07 -2.85
C: 1.97 -6.37 -2.44
H: 4.15 -6.76 -0.50
H: 3.94 -7.49 1.15
H: 4.68 -5.96 0.93
H: 0.63 -6.41 1.48
H: 1.85 -7.65 1.61
H: 1.09 -7.31 0.00
H: 4.65 -4.01 -1.48
H: 4.92 -2.42 -0.88
H: 5.52 -3.75 0.04
H: 3.88 -3.39 2.15
H: 3.76 -1.78 1.23
H: 2.38 -2.63 1.79
H: 3.40 -4.17 -3.37
H: 1.62 -4.18 -3.56
H: 2.35 -3.07 -2.44
H: 2.17 -7.25 -1.83
H: 2.46 -6.56 -3.39
H: 0.93 -6.36 -2.75
O: -2.99 -1.96 0.54
P: -4.14 -1.29 -0.15
N: -4.82 0.00 0.68
C: -5.64 1.03 0.05
C: -4.89 -0.01 2.16
N: -5.33 -2.38 -0.53
C: -6.71 -2.31 -0.05
C: -5.05 -3.60 -1.33
N: -3.72 -0.59 -1.64
C: -2.71 0.42 -1.68
C: -4.71 -0.59 -2.74
H: -5.73 1.93 0.65
H: -6.68 0.74 -0.14
H: -5.22 1.36 -0.90
H: -5.84 -0.43 2.51
H: -4.81 1.00 2.56
H: -4.05 -0.59 2.53
H: -6.73 -1.66 0.82
H: -7.36 -1.84 -0.79
H: -7.12 -3.28 0.21
H: -5.78 -4.38 -1.12
H: -5.11 -3.45 -2.41
H: -4.07 -3.98 -1.04
H: -3.13 1.38 -1.36
H: -1.84 0.28 -1.03
H: -2.43 0.52 -2.73
H: -5.69 -0.25 -2.39
H: -4.70 -1.61 -3.12
H: -4.36 0.04 -3.55
C: -0.79 -1.76 -3.84
N: -1.66 -2.61 -2.96
O: -2.63 -3.12 -3.46
O: -1.35 -2.64 -1.76
H: -0.73 -0.82 -3.29
H: -1.17 -1.70 -4.85
H: 0.19 -2.22 -3.87
C: 4.11 1.42 3.58
N: 4.89 1.55 4.85
O: 6.10 1.34 4.72
O: 4.36 1.63 5.93
H: 3.05 1.54 3.79
H: 4.33 0.39 3.32
H: 4.57 2.16 2.93
Cl: 3.24 6.92 0.94
C: 1.84 5.84 1.06
C: 2.16 4.64 1.89
Cl: 3.51 3.75 1.08
H: 1.52 5.59 0.05
H: 0.97 6.32 1.52
H: 1.27 4.01 1.93
H: 2.39 4.94 2.91

energy relative to the best compared isomer or geometry (same formula, charge and spin) = 0.0000 eV
LUMO level = -10.9 eV
HOMO energy = -0.47831 Eh
charge = +3

Mulliken atomic charge list, values in e, 2 entries: 1.2385, 0.4619


Q: The lowest HOMO energy belongs to which entry?
A: C31H89Cl2HfN14O9P4